Density functional theory data (ωB97M-V with the def2-TZVPD basis set) for C41H78GeN3O3PSSi3Ti as an isolated structure.

Structure (ORCA input):
```
! RIJCOSX wB97M-V def2-TZVPD def2/J DEFGRID3
* xyz -1 2
Ti 0.0952 0.4207 0.2342
N -0.2212 -0.2489 2.5072
N 0.3463 0.8280 3.2015
C 0.9015 1.8747 2.4263
O 1.1539 2.9073 3.0216
O 1.1394 1.5736 1.2149
H -1.2331 -0.1466 2.3682
H -0.0349 -1.1140 3.0155
H -0.1120 1.1401 4.0576
C 2.2200 -2.5241 4.1207
C 3.0243 -1.2319 3.9627
C 4.3652 -1.3944 4.6838
C 3.2559 -0.8488 2.5196
C 3.3251 -1.8118 1.5224
C 3.5514 -1.4675 0.1990
C 3.9618 -2.5532 -0.7761
C 3.2205 -3.8813 -0.6037
C 5.4659 -2.7953 -0.5787
C 3.6586 -0.1105 -0.1528
C 3.7644 0.8549 0.8641
C 3.5352 0.4671 2.1799
C 4.3195 2.2334 0.5637
C 5.6986 2.3377 1.2257
C 3.4395 3.4028 0.9939
C 3.8981 0.2788 -1.5668
C 5.2144 0.4320 -1.9504
C 5.5957 0.7344 -3.2576
C 4.5885 0.8799 -4.2087
C 3.2711 0.7632 -3.8568
C 2.8506 0.5021 -2.5181
P 1.0954 0.4698 -2.1434
C 0.3566 -0.9601 -3.2732
C 0.5705 -0.9645 -4.7868
C -1.1370 -1.1209 -2.9981
C 1.1214 -2.1611 -2.7176
C 0.3912 2.1223 -2.9058
C 1.0376 3.1693 -1.9993
C -1.1277 2.1216 -2.7099
C 0.6799 2.5009 -4.3609
H 1.8588 -2.6191 5.1444
H 2.8429 -3.3903 3.9030
H 1.3738 -2.5420 3.4363
H 2.4769 -0.4085 4.4330
H 4.9811 -2.1371 4.1818
H 4.2008 -1.7272 5.7062
H 4.9177 -0.4598 4.7008
H 3.2637 -2.8569 1.7807
H 3.8104 -2.1875 -1.7947
H 3.6151 -4.4401 0.2455
H 3.3558 -4.4966 -1.4926
H 2.1536 -3.7279 -0.4581
H 5.6731 -3.0976 0.4489
H 6.0231 -1.8870 -0.7890
H 5.8117 -3.5756 -1.2547
H 3.5896 1.2115 2.9610
H 4.4651 2.3169 -0.5179
H 5.6081 2.3336 2.3088
H 6.1825 3.2630 0.9222
H 6.3341 1.5024 0.9363
H 3.2126 3.3788 2.0560
H 2.4942 3.3732 0.4599
H 3.9403 4.3431 0.7639
H 5.9837 0.3080 -1.2001
H 6.6374 0.8246 -3.5259
H 4.8512 1.0782 -5.2393
H 2.5273 0.8749 -4.6241
H -0.0422 -0.2289 -5.2999
H 0.2793 -1.9444 -5.1697
H 1.6123 -0.8150 -5.0506
H -1.7253 -0.4659 -3.6321
H -1.3726 -0.9045 -1.9557
H -1.4395 -2.1448 -3.2158
H 2.1394 -2.1551 -3.1072
H 0.6536 -3.1036 -3.0032
H 1.1636 -2.0948 -1.6276
H 0.8698 2.9012 -0.9506
H 0.6220 4.1611 -2.1754
H 2.1124 3.2038 -2.1830
H -1.6243 1.6136 -3.5353
H -1.4946 3.1488 -2.6827
H -1.4005 1.6265 -1.7689
H 1.7212 2.7772 -4.5021
H 0.0689 3.3656 -4.6257
H 0.4252 1.7009 -5.0499
S -1.3053 4.4941 0.5970
C -1.3404 2.9132 0.6122
N -1.4237 1.7208 0.5803
C -4.6932 -1.2782 -2.7157
Si -4.9496 -1.4687 -0.8146
C -6.8778 -1.3653 -0.6863
C -4.5704 -3.3022 -0.3846
Ge -3.4285 0.1122 0.3950
Si -3.7319 -0.6025 2.7470
C -5.5889 -0.9518 3.1332
C -2.9285 -2.2234 3.4605
C -3.1680 0.7955 3.9575
Si -4.8817 2.1349 0.4587
C -4.8475 2.8518 -1.3204
C -4.4004 3.5585 1.6575
C -6.7742 1.9418 0.8166
H -5.6175 -1.4319 -3.2671
H -3.9634 -1.9831 -3.0983
H -4.3362 -0.2786 -2.9528
H -7.3409 -2.1936 -1.2168
H -7.2408 -0.4465 -1.1375
H -7.2244 -1.3943 0.3414
H -5.1318 -3.9884 -1.0103
H -4.8258 -3.5153 0.6477
H -3.5160 -3.5183 -0.5128
H -5.8980 -1.9014 2.7047
H -6.2253 -0.1808 2.7125
H -5.7769 -0.9933 4.2034
H -3.1624 -3.0764 2.8293
H -3.3178 -2.4433 4.4524
H -1.8468 -2.1790 3.5482
H -4.0141 1.3883 4.2916
H -2.4914 1.4807 3.4487
H -2.6599 0.4209 4.8449
H -3.8476 3.1880 -1.5696
H -5.5170 3.6983 -1.4382
H -5.1355 2.1034 -2.0529
H -4.1436 4.4615 1.1126
H -3.5288 3.2953 2.2462
H -5.2032 3.8016 2.3486
H -7.2176 1.1068 0.2894
H -7.2993 2.8408 0.5054
H -6.9662 1.8025 1.8763
C -0.7200 -2.4275 0.3887
O -0.8986 -1.0928 0.0839
H -1.4969 -2.7781 1.0880
H 0.2714 -2.6231 0.8447
H -0.7944 -3.0430 -0.5255
*
```

Summary:
gap between HOMO and LUMO (alpha / beta)	4.20 / 4.20	eV
energy above the lowest of the compared OMol25 structures with the same formula, charge and spin	348.8	kJ/mol
maximum force	3.26	eV/A